Entry 1:
Here is 2 unconnected molecules or ions with the total composition C3H7FN4 at a distorted geometry from the OMol25 dataset. Energies are from ωB97M-V/def2-TZVPD.

Each line ends with the Mulliken charge.
Geometry (Å):
C  3.63070  -0.02525  0.18299  0.5826
C  -0.48938  0.33124  0.22309  0.4619
C  -0.71204  -2.05476  -0.26698  -0.1058
N  4.36343  0.71003  -0.31864  0.1209
N  -1.16946  -0.98903  0.21430  -0.0257
N  0.72331  0.22441  -0.12592  -0.5856
N  -1.42069  1.25623  0.53661  -0.3714
F  2.88091  -0.89817  0.56343  -0.0400
H  0.41148  -1.96267  -0.59447  0.2286
H  -1.27755  -2.87934  -0.32710  0.3414
H  4.94709  1.38204  -0.69780  0.3442
H  -2.19596  -1.09577  0.37198  0.3195
H  1.06089  1.16664  -0.18144  0.2639
H  -2.25093  1.15594  1.06903  0.2387
H  -1.37866  2.12697  0.07485  0.2269

Output
Net charge: +2
Energy relative to the best compared isomer or geometry (same formula, charge and spin) in eV: 1.683
Kohn-Sham gap in eV: 9.817
E in eV: -11881.147

Entry 2:
Here is 2 unconnected molecules or ions with the total composition C3H7FN4 at a distorted geometry from the OMol25 dataset. Energies are from ωB97M-V/def2-TZVPD.

Each line ends with the Mulliken charge.
Geometry (Å):
C  -0.17978  0.55716  0.46835  0.5312
C  2.25670  -0.76607  1.34423  0.5541
C  -0.54713  -0.42723  -1.73166  -0.1369
N  0.96674  0.98907  0.17844  -0.6208
N  -0.78912  -0.50062  -0.49166  -0.0183
N  2.85412  -1.69125  0.95462  -0.0201
N  -0.92462  0.81206  1.58853  -0.3415
F  1.74330  -0.26748  2.35392  -0.0420
H  -0.91103  -1.18076  -2.48728  0.3018
H  0.25263  0.24415  -2.22096  0.3183
H  1.28096  1.89908  0.37735  0.2558
H  -1.62246  -1.09839  -0.26688  0.3440
H  3.37232  -1.91067  0.10606  0.3722
H  -0.39451  1.43436  2.25201  0.2896
H  -1.78607  0.48695  1.97843  0.2129

Output
Net charge: +2
Energy relative to the best compared isomer or geometry (same formula, charge and spin) in eV: 2.456
Kohn-Sham gap in eV: 8.828
E in eV: -11880.374

Entry 3:
Here is a gas-phase ion, C3H7FNO (charge +1) at a distorted geometry from the OMol25 dataset. Energies are from ωB97M-V/def2-TZVPD.

Each line ends with the Mulliken charge.
Geometry (Å):
C  -1.68791  0.07418  -0.11879  -0.9696
N  -0.37574  0.58599  0.16913  -0.2031
C  0.60270  -0.54959  0.37502  -0.4758
C  1.85094  -0.04697  -0.38085  0.6735
O  1.98884  0.95873  -1.01053  -0.4318
F  2.84794  -1.00482  -0.39917  -0.1964
H  -2.05115  -0.61165  0.60182  0.3696
H  -2.43163  0.81998  -0.26993  0.3286
H  -1.44085  -0.40369  -1.10386  0.4306
H  0.03452  1.15099  -0.62205  0.3859
H  -0.41979  1.12592  1.15855  0.4207
H  0.89800  -0.50351  1.53474  0.3126
H  0.18413  -1.59556  0.06592  0.3552

Output
Net charge: +1
SMILES: C[NH2+]CC(=O)F
Energy relative to the best compared isomer or geometry (same formula, charge and spin) in eV: 0.683
Kohn-Sham gap in eV: 12.653
E in eV: -9471.631

One value per record, in order, for HOMO: -0.67166; -0.69845; -0.62199 Eh.